1.
{"formula": "C5H6O", "method": "the ωB97M-V functional and the def2-TZVPD basis", "symbols": ["C", "C", "C", "O", "C", "C", "H", "H", "H", "H", "H", "H"], "xyz": [[2.45, 0.66, -0.06], [1.51, -0.09, -0.01], [0.42, -1.04, 0.13], [-0.54, -1.19, -0.87], [-0.93, -0.58, 0.44], [-1.28, 0.83, 0.11], [3.30, 1.31, -0.11], [0.72, -2.00, 0.52], [-1.60, -1.20, 1.03], [-1.20, 0.56, -0.95], [-0.52, 1.59, 0.34], [-2.29, 1.15, 0.40]], "lumo_ha": 0.040, "homo_ev": -10.0346, "e_tot_ha": -269.220615, "relative_energy_kcal_mol": 78.8}


2.
{"formula": "C12H16BN6SSe4Zr", "method": "the ωB97M-V functional and the def2-TZVPD basis", "symbols": ["Zr", "Se", "Se", "Se", "Se", "B", "N", "C", "C", "C", "N", "N", "C", "C", "C", "N", "H", "H", "H", "H", "H", "H", "H", "H", "C", "C", "C", "C", "N", "C", "S", "N", "C", "H", "H", "H", "H", "H", "H", "H", "H"], "xyz": [[0.50, -1.02, -0.51], [0.52, -0.97, 2.15], [1.91, -2.60, 1.25], [3.76, -1.29, 0.54], [2.75, 0.29, -0.87], [0.25, -3.16, -2.31], [-0.03, -1.94, -3.23], [-0.36, -1.81, -4.51], [-0.56, -0.46, -4.79], [-0.33, 0.18, -3.59], [0.00, -0.71, -2.64], [-0.98, -3.35, -1.37], [-1.96, -4.24, -1.34], [-2.84, -3.91, -0.32], [-2.30, -2.77, 0.25], [-1.17, -2.43, -0.39], [0.49, -4.15, -2.92], [1.23, -2.83, -1.59], [-0.43, -2.68, -5.14], [-0.84, -0.02, -5.73], [-0.38, 1.23, -3.34], [-1.98, -5.06, -2.05], [-3.74, -4.42, -0.03], [-2.64, -2.17, 1.08], [2.65, 4.09, 1.57], [1.37, 3.38, 1.90], [0.78, 3.33, 3.13], [-0.40, 2.59, 3.26], [-0.95, 1.92, 2.25], [-0.37, 1.98, 1.07], [-0.98, 1.14, -0.34], [0.75, 2.72, 0.90], [-1.11, 2.49, 4.58], [3.02, 4.62, 2.44], [2.50, 4.80, 0.76], [3.39, 3.36, 1.25], [1.22, 3.84, 3.97], [1.17, 2.70, -0.02], [-0.60, 3.04, 5.36], [-1.18, 1.44, 4.87], [-2.13, 2.86, 4.46]], "lumo_ha": -0.129, "homo_ev": -10.8139, "e_tot_ha": -10871.255380, "relative_energy_kcal_mol": 0.0, "total_charge": 1}


3.
{"formula": "C3H7NO5", "method": "the ωB97M-V functional and the def2-TZVPD basis", "symbols": ["C", "C", "C", "N", "O", "O", "O", "O", "O", "H", "H", "H", "H", "H", "H", "H"], "xyz": [[0.31, 0.51, 0.02], [-0.13, -0.58, 2.46], [0.90, -0.14, -1.25], [-0.79, 1.36, -0.16], [-0.13, 0.38, 3.16], [0.03, -0.64, 1.10], [1.83, -1.10, -0.90], [-0.06, -0.59, -2.14], [-1.91, 0.78, -0.80], [-0.29, -1.63, 2.77], [1.45, 0.64, -1.78], [1.09, 1.10, 0.51], [-1.11, 1.74, 0.72], [1.41, -1.76, -0.32], [-0.68, -1.18, -1.69], [-1.91, 1.12, -1.71]], "lumo_ha": [0.024, -0.124], "homo_ev": [-5.3370, -10.1532], "e_tot_ha": -549.192082, "spin_multiplicity": 3}


4.
{"formula": "C17H12CrN3O6S2", "method": "the ωB97M-V functional and the def2-TZVPD basis", "symbols": ["Cr", "O", "C", "O", "C", "C", "C", "C", "C", "N", "C", "O", "O", "H", "H", "H", "O", "C", "C", "C", "C", "C", "C", "C", "O", "N", "N", "C", "S", "C", "C", "S", "H", "H", "H", "H", "H", "H", "H", "H", "H"], "xyz": [[-1.67, 0.02, 0.31], [-1.98, -3.47, 2.40], [-1.95, -2.35, 1.93], [-1.81, -1.99, 0.71], [-2.10, -1.15, 2.89], [-2.21, -1.19, 4.27], [-2.30, 0.02, 4.95], [-2.28, 1.23, 4.26], [-2.17, 1.19, 2.88], [-2.10, 0.02, 2.27], [-2.10, 2.38, 1.92], [-2.21, 3.51, 2.39], [-1.92, 2.03, 0.70], [-2.22, -2.15, 4.77], [-2.39, 0.02, 6.03], [-2.35, 2.19, 4.76], [2.43, 0.14, -3.51], [1.29, 0.08, -4.22], [1.39, 0.07, -5.61], [0.25, 0.01, -6.40], [-1.01, -0.04, -5.82], [-1.11, -0.02, -4.44], [0.02, 0.04, -3.62], [-0.18, 0.05, -2.14], [-1.36, 0.02, -1.69], [0.93, 0.09, -1.42], [0.66, 0.10, -0.06], [1.67, 0.09, 0.69], [1.49, 0.19, 2.44], [3.14, -0.47, 2.77], [4.08, 0.16, 1.76], [3.34, -0.01, 0.11], [2.16, 0.14, -2.55], [2.38, 0.10, -6.05], [0.36, 0.00, -7.48], [-1.90, -0.08, -6.43], [-2.08, -0.05, -3.95], [3.13, -1.55, 2.67], [3.40, -0.20, 3.79], [5.04, -0.35, 1.74], [4.24, 1.22, 1.98]], "lumo_ha": [0.082, 0.082], "homo_ev": [-4.6853, -5.4395], "e_tot_ha": -3111.831712, "relative_energy_kcal_mol": 0.1, "spin_multiplicity": 5, "total_charge": -1}


5.
{"formula": "C9H9N3", "method": "the ωB97M-V functional and the def2-TZVPD basis", "symbols": ["C", "C", "C", "C", "C", "C", "C", "C", "C", "H", "H", "H", "H", "H", "H", "H", "H", "H", "N", "N", "N"], "xyz": [[-1.75, -0.39, -1.59], [-0.55, -0.21, -2.46], [0.64, 0.24, -1.88], [0.90, 0.35, -0.48], [2.19, 0.36, 0.17], [2.28, 0.20, 1.57], [0.99, 0.40, 2.15], [-0.23, 0.33, 0.19], [-1.54, -0.09, -0.24], [-3.14, -0.38, -2.97], [-3.77, -0.98, -1.72], [-0.86, -0.72, -3.36], [1.43, 0.30, -2.66], [3.25, -0.25, -0.41], [3.22, -0.16, 2.09], [-0.11, 0.67, 3.83], [1.54, 0.78, 4.19], [-2.31, -0.07, 0.69], [-2.91, -1.15, -2.19], [0.91, 0.33, 3.59], [-0.20, 0.44, 1.48]], "lumo_ha": 0.010, "homo_ev": -8.1142, "e_tot_ha": -512.503008, "relative_energy_kcal_mol": 95.2}


6.
{"formula": "C44H41N2OP2Pd", "method": "the ωB97M-V functional and the def2-TZVPD basis", "symbols": ["Pd", "C", "C", "C", "C", "C", "C", "C", "C", "P", "C", "C", "C", "C", "C", "C", "C", "C", "C", "C", "C", "C", "C", "O", "C", "C", "C", "C", "C", "C", "P", "C", "C", "C", "C", "C", "C", "C", "C", "C", "C", "C", "C", "H", "H", "H", "H", "H", "H", "H", "H", "H", "H", "H", "H", "H", "H", "H", "H", "H", "H", "H", "H", "H", "H", "H", "H", "H", "H", "H", "H", "H", "H", "H", "H", "C", "C", "N", "C", "C", "N", "H", "H", "H", "H", "H", "H", "C", "H", "H", "H"], "xyz": [[0.25, -1.45, -0.08], [-0.95, 5.17, 0.42], [0.51, 4.70, 0.57], [1.40, 5.96, 0.84], [0.60, 3.71, 1.72], [0.94, 4.06, 3.00], [0.97, 3.13, 4.03], [0.72, 1.79, 3.78], [0.40, 1.37, 2.48], [0.26, -0.40, 2.10], [1.22, -1.20, 3.38], [0.68, -1.27, 4.67], [1.51, -1.72, 5.71], [2.84, -2.04, 5.49], [3.35, -1.98, 4.16], [2.51, -1.58, 3.17], [-1.49, -0.69, 2.56], [-2.44, 0.29, 2.78], [-3.73, -0.08, 3.19], [-4.07, -1.38, 3.33], [-3.10, -2.35, 3.08], [-1.81, -2.02, 2.74], [0.32, 2.37, 1.48], [0.12, 1.98, 0.23], [0.86, 2.57, -0.75], [1.23, 1.77, -1.81], [1.90, 2.39, -2.85], [2.04, 3.74, -2.88], [1.59, 4.57, -1.85], [1.07, 3.98, -0.70], [0.77, 0.00, -1.84], [1.85, -0.69, -3.09], [2.82, -1.58, -2.73], [3.60, -2.21, -3.71], [3.34, -1.94, -5.01], [2.35, -1.06, -5.42], [1.63, -0.39, -4.48], [-0.95, -0.03, -2.66], [-1.28, -1.22, -3.30], [-2.46, -1.30, -4.03], [-3.36, -0.21, -4.00], [-3.02, 0.94, -3.27], [-1.80, 1.02, -2.54], [-1.22, 5.72, 1.28], [-1.64, 4.32, 0.38], [-1.10, 5.84, -0.45], [0.89, 6.54, 1.65], [1.50, 6.58, -0.07], [2.45, 5.69, 1.11], [1.30, 5.08, 3.17], [1.34, 3.44, 4.99], [0.76, 1.07, 4.60], [-0.35, -1.09, 4.91], [1.12, -1.87, 6.71], [3.42, -2.43, 6.34], [4.35, -2.33, 3.98], [2.89, -1.58, 2.14], [-2.28, 1.35, 2.63], [-4.55, 0.59, 3.44], [-5.13, -1.66, 3.54], [-3.40, -3.39, 3.04], [-1.12, -2.83, 2.52], [2.30, 1.80, -3.65], [2.39, 4.19, -3.74], [1.49, 5.62, -1.95], [2.93, -1.77, -1.67], [4.42, -2.80, -3.49], [3.93, -2.49, -5.72], [2.21, -0.98, -6.46], [0.73, 0.22, -4.71], [-0.53, -2.03, -3.39], [-2.79, -2.26, -4.49], [-4.31, -0.24, -4.48], [-3.73, 1.77, -3.23], [-1.48, 1.92, -2.05], [-0.77, -4.90, -1.56], [-1.84, -3.90, -1.26], [-1.75, -2.79, -0.60], [-3.03, -2.25, -0.57], [-3.90, -3.06, -1.14], [-3.15, -4.11, -1.60], [0.19, -4.40, -1.35], [-0.68, -5.13, -2.61], [-0.94, -5.82, -1.08], [-3.20, -1.27, -0.15], [-4.92, -3.09, -1.38], [-3.45, -4.85, -2.24], [1.73, -3.16, 0.21], [2.60, -2.70, 0.60], [1.87, -3.41, -0.85], [1.24, -3.88, 0.81]], "lumo_ha": [-0.061, -0.134], "homo_ev": [-9.9298, -10.8306], "e_tot_ha": -2696.373865, "relative_energy_kcal_mol": 0.0, "spin_multiplicity": 3, "total_charge": 1}


7.
{"formula": "C56H70BCoO6", "method": "the ωB97M-V functional and the def2-TZVPD basis", "symbols": ["Co", "C", "O", "C", "C", "C", "C", "C", "C", "C", "C", "C", "C", "C", "C", "C", "C", "C", "C", "C", "C", "C", "C", "C", "C", "C", "C", "C", "C", "C", "C", "C", "C", "O", "C", "C", "C", "C", "C", "O", "C", "C", "C", "C", "C", "C", "O", "C", "C", "C", "C", "H", "H", "H", "H", "H", "H", "H", "H", "H", "H", "H", "H", "H", "H", "H", "H", "H", "H", "H", "H", "H", "H", "H", "H", "H", "H", "H", "H", "H", "H", "H", "H", "H", "H", "H", "H", "H", "H", "H", "H", "H", "H", "H", "H", "H", "H", "H", "H", "H", "H", "H", "H", "H", "H", "H", "H", "H", "H", "C", "C", "C", "C", "C", "C", "C", "C", "O", "B", "O", "C", "C", "H", "H", "H", "H", "H", "H", "H", "H", "H", "H", "H", "H"], "xyz": [[0.31, 1.46, -0.06], [-1.95, 3.09, 1.26], [-1.45, 1.81, 0.82], [-1.96, 0.67, 1.46], [-2.78, -0.18, 0.73], [-3.27, 0.15, -0.67], [-2.60, -0.66, -1.76], [-3.28, -1.50, -2.62], [-2.64, -2.20, -3.65], [-1.26, -2.01, -3.78], [-0.54, -1.18, -2.93], [0.93, -0.90, -3.09], [1.78, -1.26, -1.88], [2.06, -2.58, -1.59], [2.84, -2.96, -0.50], [3.38, -1.96, 0.30], [3.11, -0.61, 0.06], [3.62, 0.45, 1.01], [2.81, 0.41, 2.28], [3.22, -0.44, 3.30], [2.44, -0.69, 4.43], [1.21, -0.06, 4.47], [0.77, 0.81, 3.47], [-0.64, 1.33, 3.53], [-1.57, 0.41, 2.76], [-1.99, -0.79, 3.32], [-2.75, -1.71, 2.62], [-3.15, -1.38, 1.33], [-3.08, -3.06, 3.26], [-3.83, -2.84, 4.58], [-3.95, -3.93, 2.35], [-1.77, -3.80, 3.53], [1.59, 1.11, 2.37], [1.26, 2.06, 1.47], [2.93, -1.66, 5.50], [1.91, -1.84, 6.63], [4.24, -1.13, 6.11], [3.19, -3.03, 4.87], [2.30, -0.30, -1.01], [1.94, 1.05, -1.17], [2.89, 1.81, -1.94], [3.01, -4.44, -0.17], [4.05, -4.67, 0.93], [1.65, -4.97, 0.32], [3.44, -5.23, -1.41], [-1.21, -0.52, -1.90], [-0.52, 0.18, -1.03], [-3.42, -3.17, -4.53], [-3.63, -4.48, -3.75], [-4.79, -2.59, -4.92], [-2.67, -3.49, -5.83], [-2.56, 2.95, 2.15], [-1.11, 3.73, 1.49], [-2.55, 3.51, 0.46], [-4.35, -0.03, -0.71], [-3.11, 1.21, -0.87], [-4.35, -1.60, -2.49], [-0.72, -2.52, -4.57], [1.31, -1.46, -3.95], [1.05, 0.16, -3.32], [1.62, -3.34, -2.24], [3.99, -2.21, 1.15], [4.67, 0.24, 1.23], [3.56, 1.44, 0.57], [4.18, -0.93, 3.20], [0.54, -0.23, 5.31], [-0.97, 1.36, 4.57], [-0.66, 2.34, 3.14], [-1.66, -1.01, 4.33], [-3.77, -2.05, 0.75], [-4.77, -2.31, 4.41], [-4.06, -3.80, 5.04], [-3.24, -2.26, 5.29], [-4.91, -3.46, 2.13], [-3.45, -4.16, 1.41], [-4.16, -4.88, 2.85], [-1.12, -3.24, 4.20], [-1.97, -4.77, 3.99], [-1.22, -3.96, 2.60], [1.70, -0.89, 7.13], [0.97, -2.24, 6.25], [2.30, -2.54, 7.37], [4.08, -0.15, 6.57], [4.61, -1.82, 6.88], [5.01, -1.02, 5.35], [2.27, -3.42, 4.42], [3.95, -2.98, 4.09], [3.53, -3.74, 5.63], [2.95, 1.38, -2.94], [2.54, 2.83, -1.98], [3.87, 1.77, -1.47], [3.73, -4.23, 1.88], [4.17, -5.75, 1.09], [5.02, -4.26, 0.65], [1.33, -4.43, 1.21], [0.88, -4.85, -0.44], [1.73, -6.04, 0.57], [4.38, -4.84, -1.82], [3.60, -6.28, -1.15], [2.69, -5.20, -2.20], [-4.19, -4.29, -2.83], [-4.19, -5.20, -4.35], [-2.67, -4.92, -3.48], [-5.44, -2.46, -4.05], [-4.68, -1.62, -5.41], [-5.29, -3.27, -5.60], [-1.74, -4.03, -5.64], [-3.29, -4.12, -6.46], [-2.43, -2.58, -6.38], [0.62, 9.42, -2.11], [0.34, 8.59, -3.37], [-0.70, 9.33, -4.21], [1.62, 8.46, -4.19], [-0.14, 7.19, -2.95], [-1.39, 6.69, -3.32], [-1.83, 5.42, -2.94], [-0.97, 4.67, -2.18], [-1.14, 3.40, -1.66], [0.04, 3.11, -0.98], [0.92, 4.19, -1.06], [0.27, 5.15, -1.81], [0.72, 6.39, -2.18], [0.96, 10.42, -2.39], [1.39, 8.96, -1.49], [-0.28, 9.52, -1.50], [-0.31, 10.31, -4.48], [-1.63, 9.48, -3.66], [-0.92, 8.80, -5.14], [1.97, 9.45, -4.50], [1.45, 7.87, -5.09], [2.42, 7.98, -3.63], [-2.05, 7.30, -3.91], [-2.80, 5.05, -3.23], [1.69, 6.74, -1.87]], "lumo_ha": [0.012, 0.012], "homo_ev": [-7.3008, -7.3089], "e_tot_ha": -4035.074224}


8.
{"formula": "C4H4N4", "method": "the ωB97M-V functional and the def2-TZVPD basis", "symbols": ["H", "N", "C", "C", "C", "N", "N", "C", "N", "H", "H", "H"], "xyz": [[-2.82, 0.33, 0.95], [-2.41, 0.53, 0.04], [-1.15, 0.23, -0.07], [-0.34, -0.22, -1.28], [1.12, -0.27, -1.20], [2.07, 0.39, -0.39], [1.78, 0.63, 0.80], [0.58, 0.02, 1.47], [-0.66, -0.19, 1.13], [-1.03, -0.53, -2.03], [1.80, -0.89, -1.86], [1.06, -0.01, 2.45]], "lumo_ha": -0.047, "homo_ev": -9.5250, "e_tot_ha": -373.671154, "relative_energy_kcal_mol": 109.0}